{
  "formula": "C11H17AgBN",
  "method": "ωB97M-V with the def2-TZVPD basis set",
  "species": ["C", "C", "C", "B", "C", "C", "C", "C", "N", "C", "C", "C", "C", "H", "H", "H", "H", "H", "H", "H", "H", "H", "H", "H", "H", "H", "H", "H", "H", "H", "Ag"],
  "coordinates": [[3.016, -1.346, 1.923], [3.234, -0.813, 0.731], [3.084, -0.158, -0.694], [2.582, 1.425, -0.679], [1.235, 1.711, 0.230], [-0.045, 1.936, -0.716], [-1.442, 2.115, 0.057], [-1.872, 0.881, 0.986], [-1.750, -0.464, 0.348], [-2.923, -1.245, 0.042], [-2.516, -2.627, -0.583], [-0.949, -2.650, -0.667], [-0.603, -1.260, -0.034], [2.847, -1.600, 3.029], [2.421, -0.833, -1.354], [4.137, -0.201, -1.177], [2.347, 1.711, -1.819], [3.509, 2.087, -0.356], [1.423, 2.694, 0.796], [1.044, 0.901, 1.027], [0.160, 2.909, -1.311], [-0.152, 1.096, -1.504], [-1.305, 3.024, 0.765], [-2.279, 2.445, -0.674], [-1.345, 0.859, 2.014], [-2.997, 1.022, 1.221], [-4.010, -0.950, 0.237], [-3.182, -3.501, -0.927], [-0.234, -3.438, -1.069], [0.492, -0.944, 0.099], [-3.929, -4.786, 0.056]],
  "lumo_ev": [-6.01, -6.53],
  "total_charge": 1,
  "e_homo_ev": [-11.55, -11.55],
  "spin_multiplicity": 2,
  "total_energy_ev": -17829.9583
}